DFT (ωB97M-V/def2-TZVPD) results for a cluster of 2 separate species, C2H5BrN2S in total.

Properties
E_tot, a.u.: -3160.8397
Relative energy (zero: lowest compared OMol25 entry of this formula, charge and spin), kJ/mol: 71.60
Structure (SMILES): C1CSN=N1.Br
Max |F|, hartree/bohr: 0.0725
Orbital gap, eV: 9.26
Net charge: 0

Atoms and positions in Å:
C 0.268 -0.333 -0.869
C 0.703 -0.622 0.592
S 1.665 0.898 1.065
N 1.547 1.481 -0.521
N 0.984 0.799 -1.344
H 0.420 -1.297 -1.426
H -0.729 -0.063 -1.000
H -0.027 -0.714 1.357
H 1.268 -1.415 0.871
Br -3.405 0.129 0.167
H -2.695 1.135 1.107